The following is a quantum chemistry calculation of 18 unconnected molecules or ions with the total composition C58H157N10O17 at a distorted geometry, from the Open Molecules 2025 dataset.

```
242
C58H157N10O17 ωB97M-V with the def2-TZVPD basis set
N -0.33 -4.44 1.44
H -1.03 -5.10 1.12
H -0.50 -3.58 0.95
H 0.61 -4.77 1.24
H -0.44 -4.32 2.43
C 1.01 -1.25 1.98
C 0.33 -0.27 0.97
C 1.49 0.78 0.78
C 1.19 1.73 -0.33
C 0.91 0.94 -1.57
C -0.23 -0.16 -1.57
N 0.08 -1.00 -0.33
O -0.61 -2.33 -0.30
C -0.05 -1.00 -2.90
C -1.61 0.53 -1.56
C -0.93 0.45 1.61
H 1.29 -0.74 2.91
H 1.89 -1.71 1.53
H 0.35 -2.10 2.08
H 2.42 0.22 0.69
H 1.51 1.40 1.67
H 1.97 2.45 -0.60
H 0.36 2.35 0.01
H 1.77 0.35 -1.87
H 0.75 1.68 -2.36
H 0.89 -1.54 -2.99
H -0.18 -0.31 -3.74
H -0.85 -1.74 -2.91
H -2.02 0.59 -2.57
H -1.73 1.50 -1.08
H -2.36 -0.09 -1.07
H -1.49 1.14 0.97
H -0.73 0.94 2.57
H -1.70 -0.29 1.82
C -5.32 1.36 -3.47
C -5.94 2.70 -3.01
C -5.39 3.72 -4.10
C -6.10 5.12 -4.07
C -7.59 5.02 -4.09
C -8.07 4.07 -2.98
N -7.40 2.72 -3.06
O -8.09 1.57 -2.50
C -9.55 4.04 -3.22
C -7.97 4.78 -1.59
C -5.38 3.03 -1.60
H -5.50 1.13 -4.52
H -5.69 0.56 -2.84
H -4.25 1.34 -3.29
H -5.54 3.38 -5.12
H -4.34 3.91 -3.88
H -5.72 5.83 -4.80
H -5.86 5.54 -3.09
H -7.93 4.72 -5.08
H -8.03 6.01 -4.02
H -10.11 3.52 -2.45
H -9.76 3.41 -4.09
H -10.06 4.98 -3.44
H -6.99 5.23 -1.43
H -8.23 4.02 -0.86
H -8.77 5.52 -1.52
H -5.25 4.10 -1.43
H -4.44 2.50 -1.46
H -5.90 2.73 -0.69
C 2.20 1.22 5.36
C 0.87 1.90 5.16
C -0.41 1.06 5.34
O 0.73 2.87 6.20
H 2.55 1.08 6.38
H 2.94 1.86 4.90
H 2.36 0.36 4.71
H 0.90 2.52 4.27
H -0.44 0.67 6.36
H -0.41 0.17 4.71
H -1.35 1.55 5.06
H 0.15 3.56 5.85
C 6.09 -1.12 2.50
C 6.66 0.13 1.82
C 5.62 1.29 1.92
O 7.85 0.44 2.53
H 6.76 -1.95 2.29
H 5.08 -1.37 2.16
H 6.03 -1.06 3.59
H 6.82 -0.12 0.77
H 5.28 1.38 2.96
H 4.68 1.09 1.41
H 6.03 2.22 1.54
H 7.61 0.65 3.44
C 4.85 2.48 -3.24
C 3.85 3.64 -3.04
C 4.66 4.87 -2.68
O 3.25 3.77 -4.26
H 4.45 1.56 -3.67
H 5.25 2.16 -2.28
H 5.73 2.68 -3.84
H 3.07 3.39 -2.32
H 5.34 5.10 -3.50
H 5.30 4.68 -1.82
H 3.98 5.70 -2.54
H 2.81 2.94 -4.46
C 2.31 -5.46 -6.41
C 3.35 -4.37 -6.09
C 2.81 -3.03 -5.47
O 4.16 -4.96 -5.12
H 1.87 -5.86 -5.49
H 2.63 -6.33 -6.99
H 1.50 -4.92 -6.88
H 3.95 -4.10 -6.95
H 2.12 -3.13 -4.63
H 2.33 -2.40 -6.22
H 3.55 -2.31 -5.10
H 3.65 -4.98 -4.31
O 1.87 1.35 -4.73
H 1.25 0.97 -4.11
H 1.71 0.87 -5.54
O -0.40 -4.64 -2.27
H -1.17 -5.06 -1.89
H -0.24 -3.88 -1.71
O 2.55 -2.87 -0.98
H 1.83 -2.34 -0.66
H 3.29 -2.26 -1.05
O -3.40 -2.92 -0.19
H -3.19 -3.85 -0.27
H -2.58 -2.47 -0.36
C -2.30 -2.48 3.97
C -1.01 -2.79 4.84
C -1.33 -3.07 6.31
O -2.24 -2.14 6.79
C -2.34 -2.11 8.22
N -0.31 -3.93 4.24
H -2.70 -1.54 4.35
H -3.13 -3.16 4.11
H -1.91 -2.38 2.95
H -0.24 -2.02 4.81
H -0.37 -3.15 6.82
H -1.66 -4.10 6.41
H -2.67 -3.02 8.70
H -2.97 -1.31 8.58
H -1.34 -1.93 8.62
H -0.86 -4.75 4.42
H 0.39 -4.18 4.93
C -7.23 0.17 1.39
C -6.16 -0.91 1.29
C -6.70 -2.36 1.45
O -7.59 -2.49 2.54
C -7.16 -2.25 3.95
N -5.32 -0.69 0.07
H -8.08 0.00 0.73
H -6.79 1.17 1.32
H -7.62 0.12 2.41
H -5.54 -0.80 2.17
H -5.86 -3.04 1.56
H -7.22 -2.62 0.53
H -7.97 -2.44 4.65
H -6.84 -1.21 3.93
H -6.28 -2.85 4.20
H -4.51 -1.29 0.11
H -5.06 0.27 -0.08
C 3.32 -4.35 2.64
C 3.16 -5.51 1.58
C 2.82 -6.83 2.20
O 2.97 -7.84 1.21
C 2.84 -9.19 1.67
N 2.19 -5.17 0.54
H 3.73 -3.48 2.14
H 3.95 -4.56 3.50
H 2.31 -4.11 3.00
H 4.13 -5.55 1.07
H 1.87 -6.95 2.71
H 3.56 -6.97 2.99
H 3.05 -9.88 0.85
H 1.77 -9.30 1.82
H 3.34 -9.43 2.60
H 2.35 -4.30 0.07
H 2.39 -5.90 -0.13
C 4.64 6.14 5.35
C 3.71 5.09 4.85
C 4.02 4.29 3.58
O 3.87 5.17 2.47
C 4.12 4.57 1.20
N 3.47 4.18 6.01
H 5.65 5.84 5.64
H 4.16 6.76 6.11
H 4.90 6.80 4.52
H 2.71 5.49 4.69
H 3.24 3.55 3.42
H 4.97 3.77 3.76
H 3.59 5.18 0.48
H 3.71 3.56 1.15
H 5.18 4.49 0.96
H 3.50 4.64 6.91
H 2.59 3.69 5.94
C 6.90 -3.76 -0.10
C 6.04 -4.05 -1.30
C 5.56 -2.84 -2.11
O 4.98 -1.95 -1.13
C 4.70 -0.63 -1.67
N 6.56 -5.05 -2.23
H 7.89 -4.22 -0.18
H 6.43 -3.98 0.85
H 7.19 -2.72 -0.01
H 5.22 -4.50 -0.75
H 4.80 -3.14 -2.83
H 6.44 -2.33 -2.51
H 4.20 -0.52 -2.63
H 5.64 -0.08 -1.75
H 4.06 0.05 -1.11
H 5.89 -5.77 -2.44
H 7.29 -5.54 -1.74
C -1.13 1.11 -6.46
C -0.28 -0.10 -6.97
C -0.97 -0.70 -8.19
O -2.21 -1.28 -7.80
C -2.84 -2.04 -8.85
N 0.97 0.41 -7.50
H -0.60 1.52 -5.60
H -2.11 0.84 -6.06
H -1.24 1.92 -7.19
H 0.05 -0.79 -6.20
H -0.38 -1.46 -8.70
H -1.14 0.10 -8.91
H -3.93 -1.98 -8.84
H -2.53 -3.06 -8.65
H -2.58 -1.66 -9.83
H 1.50 -0.28 -8.00
H 0.69 1.06 -8.22
C -0.29 5.57 3.25
C -1.62 5.35 4.05
C -2.53 4.39 3.31
O -3.20 4.95 2.18
C -3.98 4.07 1.43
N -1.08 4.84 5.32
H 0.30 4.69 3.03
H 0.35 6.37 3.62
H -0.53 6.02 2.29
H -2.20 6.26 4.22
H -3.34 4.22 4.03
H -2.03 3.44 3.10
H -4.37 4.65 0.59
H -4.80 3.73 2.06
H -3.41 3.18 1.16
H -1.20 5.64 5.93
H -1.68 4.18 5.80
```

Calculated values
- total energy (eV) = -112389.5732
- frontier orbital gap (eV) = 2.40
- E_HOMO (hartree) = -0.0475
- LUMO (eV) = 1.1
- net charge = -1

Atomic partial charges in e from the Mulliken method, atoms 1 to 4: 0.47, 0.49, -0.75, 0.54